{"formula": "C9H11F2NO2S", "method": "the ωB97M-V functional and the def2-TZVPD basis", "symbols": ["C", "C", "F", "C", "C", "C", "C", "C", "C", "C", "F", "S", "N", "O", "O", "H", "H", "H", "H", "H", "H", "H", "H", "H", "H", "H"], "coordinates": [[-1.081057, 2.001633, -0.648671], [-1.517628, 1.227005, 0.600996], [-0.880988, 1.901631, 1.632390], [-0.840697, -0.098178, 0.476582], [0.498755, -0.298004, 0.637505], [1.470823, 0.788245, 0.820522], [2.629732, 0.568686, 0.193240], [2.832265, -0.494849, -0.805786], [2.046564, -1.597066, -0.803782], [1.117429, -1.706197, 0.299025], [2.061797, -2.334850, 1.303849], [-1.974220, -1.361424, -0.003675], [-2.211101, -2.330645, 1.347508], [-3.182600, -0.619052, -0.166093], [-1.472795, -2.035330, -1.164197], [-0.060860, 2.116757, -0.774408], [-1.525692, 1.546110, -1.497992], [-1.548640, 3.029664, -0.788312], [-2.642438, 1.003753, 0.630719], [1.114159, 1.520993, 1.497088], [3.332653, 1.330013, 0.454406], [3.611043, -0.288129, -1.523941], [2.236727, -2.445795, -1.327134], [0.244468, -2.463574, 0.401932], [-2.744550, -1.738401, 2.024062], [-2.620550, -3.189551, 1.204883]], "forces_ev_per_a": [[-3.751, 1.807, -0.264], [0.645, 0.487, -1.709], [-1.145, 0.249, 1.210], [1.649, -1.310, 1.145], [-0.639, -1.282, -0.674], [-0.773, -2.574, -0.224], [-0.574, 1.138, 0.389], [-0.689, -0.045, 0.315], [0.647, 2.989, 0.476], [-1.978, -1.156, 3.028], [-1.446, 1.280, -0.252], [-0.343, 0.132, -0.354], [1.404, 3.412, 0.638], [-1.342, 0.067, -0.356], [0.046, -0.886, 0.720], [2.052, -0.153, 0.033], [-0.037, -0.991, -0.986], [0.502, -0.931, 0.982], [1.721, 1.336, 0.740], [0.778, 0.982, 0.307], [1.091, 0.102, -0.660], [0.188, -0.496, -0.058], [0.554, -2.091, -1.903], [1.937, 1.151, -1.082], [0.581, -0.926, -0.752], [-1.076, -2.290, -0.709]], "mulliken_charge": [-1.276, 0.140, -0.352, -0.218, 0.297, -0.791, -0.589, -0.150, -1.182, 0.677, -0.386, 1.137, -0.433, -0.747, -0.585, 0.367, 0.381, 0.350, 0.483, 0.637, 0.421, 0.451, 0.563, 0.252, 0.298, 0.257], "molar_mass_da": 235.3, "e_above_lowest_kcal_mol": 53.74, "gap_ev": 8.34, "smiles": "C[C@H](F)/C(=C1\\C=CC=C[C@H]1F)S(N)(=O)=O", "total_charge": 0, "lumo_ev": -0.8, "homo_ha": -0.335}

{"formula": "C4H8N2S", "method": "the ωB97M-V functional and the def2-TZVPD basis", "symbols": ["C", "C", "C", "N", "C", "N", "S", "H", "H", "H", "H", "H", "H", "H", "H"], "coordinates": [[-1.576098, 1.060403, 1.160165], [-0.528898, 0.465071, 0.261521], [-0.858468, 0.238161, -1.199634], [0.513827, 0.136292, 0.894285], [1.844201, -0.391944, -0.027473], [1.946965, -1.728537, -0.017152], [2.732992, 0.786671, -0.531775], [-1.156067, 0.813439, 2.106140], [-1.634244, 2.095789, 1.088879], [-2.542265, 0.595318, 1.013024], [-1.076716, 1.190199, -1.686399], [0.013158, -0.225570, -1.665892], [-1.756689, -0.486900, -1.415885], [1.242817, -2.333703, 0.503533], [2.835484, -2.214694, -0.483338]], "forces_ev_per_a": [[0.386, -1.810, -0.251], [-0.906, -0.465, -0.426], [-0.552, -1.215, -0.370], [3.254, -1.800, -1.979], [-4.559, -0.481, 3.086], [1.261, -2.214, -0.554], [1.922, 1.432, -1.277], [-0.329, 0.042, 1.175], [-0.232, 1.934, -0.394], [-0.274, 0.007, -0.016], [-0.029, -0.074, -0.044], [-0.141, 0.190, -0.250], [1.511, 1.458, 0.865], [1.497, 1.399, -1.110], [-2.809, 1.597, 1.544]], "mulliken_charge": [-1.159, 0.969, -1.026, -0.643, 0.237, -0.405, -0.339, 0.361, 0.302, 0.313, 0.282, 0.309, 0.269, 0.265, 0.265], "molar_mass_da": 116.2, "e_above_lowest_kcal_mol": 47.91, "gap_ev": 8.98, "smiles": "CC(C)=NC(N)=S", "total_charge": 0, "lumo_ev": 0.7, "homo_ha": -0.302}

{"formula": "C26H25F4N4O2Re", "method": "the ωB97M-V functional and the def2-TZVPD basis", "symbols": ["Re", "O", "C", "C", "C", "C", "C", "C", "C", "N", "C", "C", "N", "C", "C", "C", "C", "C", "C", "C", "O", "H", "H", "H", "H", "H", "H", "H", "H", "H", "H", "H", "H", "H", "H", "C", "N", "C", "C", "C", "N", "C", "C", "F", "C", "F", "C", "C", "F", "C", "F", "H", "H", "H", "H", "H", "H", "H", "H", "H", "H", "H"], "coordinates": [[-0.118790, -0.714630, 0.091898], [-1.753920, -0.451969, -1.036406], [-2.282763, -1.179279, -2.003791], [-3.669519, -1.129443, -2.207847], [-4.257572, -1.903219, -3.183487], [-3.494579, -2.729672, -4.019459], [-2.131436, -2.748046, -3.869739], [-1.508802, -1.997414, -2.854911], [-0.084873, -1.845170, -2.848138], [0.619674, -1.345117, -1.887883], [1.834379, -0.638667, -2.316948], [1.454054, 0.821073, -2.036469], [1.210906, 0.824366, -0.592162], [2.080314, 1.453828, 0.127460], [2.361878, 1.218703, 1.504206], [3.140691, 2.144942, 2.225771], [3.569790, 1.861015, 3.495232], [3.268627, 0.607378, 4.048495], [2.541906, -0.328986, 3.350428], [2.052150, -0.034847, 2.069005], [1.336430, -0.949403, 1.440905], [-4.255216, -0.477179, -1.573504], [-5.331510, -1.862940, -3.312567], [-3.973235, -3.320438, -4.787011], [-1.514525, -3.341918, -4.534297], [0.423006, -2.051567, -3.791552], [2.038077, -0.806851, -3.375178], [2.697576, -0.932790, -1.719994], [0.543886, 1.074449, -2.580640], [2.248699, 1.518609, -2.302210], [2.706926, 2.189890, -0.376292], [3.388227, 3.091920, 1.760564], [4.148895, 2.580612, 4.055593], [3.619397, 0.367160, 5.043985], [2.316410, -1.296669, 3.778233], [-0.783459, -3.786081, -0.163722], [-0.892641, -2.655276, 0.785656], [-0.249741, -3.100248, 2.056860], [-2.324370, -2.361201, 1.073752], [-2.386989, -1.129946, 1.971198], [-1.252269, -0.233400, 1.690424], [-1.090859, 0.857420, 2.542141], [-0.730642, 2.114213, 2.043204], [-0.665120, 2.305763, 0.712846], [-0.518405, 3.210983, 2.854401], [-0.168926, 4.364865, 2.275224], [-0.683620, 3.142296, 4.220488], [-1.075179, 1.925193, 4.736500], [-1.237684, 1.780342, 6.053217], [-1.271286, 0.817296, 3.932021], [-1.558294, -0.340182, 4.555955], [-1.206744, -4.682976, 0.293506], [0.265204, -3.965188, -0.393143], [-1.331920, -3.566341, -1.073650], [-0.795707, -3.971274, 2.424749], [-0.272453, -2.302467, 2.790205], [0.784586, -3.366966, 1.862487], [-2.769325, -3.221290, 1.582039], [-2.843321, -2.227448, 0.130215], [-2.376261, -1.456056, 3.006720], [-3.339037, -0.612926, 1.812443], [-0.517349, 3.998051, 4.857735]], "forces_ev_per_a": [[0.259, -0.119, -0.052], [-0.088, -0.001, -0.064], [0.029, -0.006, 0.033], [-0.015, -0.015, 0.005], [-0.002, 0.003, 0.000], [0.005, 0.001, 0.005], [-0.003, -0.005, 0.000], [0.004, 0.028, -0.018], [-0.045, 0.067, 0.006], [0.105, -0.162, -0.023], [-0.084, 0.107, -0.018], [0.115, -0.128, -0.010], [-0.103, 0.003, 0.063], [-0.084, 0.120, 0.093], [-0.007, -0.013, -0.058], [0.003, 0.011, 0.027], [-0.013, 0.004, -0.017], [-0.013, -0.005, -0.012], [0.007, 0.029, 0.048], [-0.203, -0.056, 0.236], [0.489, -0.008, -0.350], [-0.001, 0.002, -0.002], [0.000, 0.001, 0.000], [0.002, 0.000, -0.002], [0.000, 0.002, -0.001], [0.001, 0.013, -0.005], [0.019, -0.029, 0.008], [-0.010, 0.029, 0.034], [-0.002, 0.017, 0.007], [0.011, -0.013, 0.005], [0.011, -0.022, -0.017], [-0.001, 0.002, -0.002], [0.001, 0.000, 0.002], [0.000, 0.001, 0.001], [0.000, -0.003, -0.006], [-0.089, 0.009, 0.014], [-0.115, -0.134, 0.116], [0.032, 0.007, -0.064], [0.038, -0.014, 0.125], [-0.190, 0.177, -0.164], [-0.273, 0.170, -0.001], [0.039, -0.038, 0.112], [-0.267, 0.090, -0.093], [0.057, -0.047, 0.009], [0.009, 0.012, 0.008], [0.012, 0.001, 0.006], [0.009, -0.032, -0.020], [-0.013, -0.010, -0.016], [0.004, 0.012, 0.003], [0.237, -0.096, 0.101], [0.060, -0.031, -0.041], [0.010, -0.007, 0.002], [0.002, 0.009, -0.009], [0.000, -0.009, 0.007], [0.007, -0.007, 0.002], [-0.007, 0.003, 0.005], [0.005, 0.005, 0.000], [0.003, -0.014, -0.019], [0.018, 0.057, 0.005], [0.026, 0.035, 0.045], [0.007, -0.010, -0.042], [-0.008, 0.007, -0.005]], "mulliken_charge": [1.732, -0.725, 0.463, -0.481, -0.394, -0.883, -0.523, 0.102, -0.228, -0.228, -0.806, -0.709, -0.167, -0.210, 0.485, -0.594, -0.912, -0.531, -0.667, 0.628, -0.850, 0.536, 0.424, 0.427, 0.446, 0.421, 0.552, 0.296, 0.256, 0.598, 0.441, 0.466, 0.444, 0.439, 0.478, -1.184, 0.099, -1.083, -0.781, -0.918, 0.580, -0.820, 0.392, -0.512, 0.533, -0.345, -0.526, 0.290, -0.312, 0.586, -0.354, 0.470, 0.321, 0.372, 0.421, 0.216, 0.438, 0.593, 0.256, 0.526, 0.493, 0.526], "molar_mass_da": 687.7, "e_above_lowest_kcal_mol": 4.58, "gap_ev": [7.16, 6.61], "total_charge": 1, "spin_multiplicity": 4, "lumo_ev": [-3.2, -4.1], "homo_ha": [-0.381, -0.393]}